The following is a quantum chemistry calculation of a cluster of 14 separate species, C50H119B4F16N7O10 in total at a distorted geometry, from OMol25.

Last column: Mulliken spin population.
CARTESIAN COORDINATES (ANGSTROEM)
C (-1.45737, -1.26173, 1.92516)  0.000
C (-0.82213, -0.79028, 0.58673)  0.000
C (0.69321, -0.95770, 0.63799)  0.000
N (1.42184, -0.47967, -0.67829)  0.000
C (1.19476, 1.05242, -0.91518)  0.000
C (2.91644, -0.77339, -0.53507)  -0.002
C (3.37414, -0.94498, -2.03949)  0.003
C (2.08586, -1.14158, -2.87214)  0.003
C (1.00586, -1.37099, -1.82248)  0.001
H (-1.45014, -2.35142, 1.90032)  0.000
H (-2.49261, -1.00158, 2.14585)  0.000
H (-0.81798, -0.87784, 2.72009)  0.000
H (-1.17749, 0.23790, 0.51838)  0.000
H (-1.17078, -1.43907, -0.21677)  0.000
H (0.93417, -2.01847, 0.70730)  0.000
H (1.15966, -0.32627, 1.39417)  0.000
H (1.41227, 1.45480, 0.07421)  0.000
H (0.18097, 1.13141, -1.30773)  0.000
H (1.88877, 1.56181, -1.58374)  0.000
H (3.29771, 0.10867, -0.02058)  0.000
H (3.07997, -1.67040, 0.06221)  0.000
H (3.92679, -0.04140, -2.29682)  0.002
H (3.96043, -1.84773, -2.21097)  -0.006
H (1.83011, -0.30164, -3.51804)  -0.001
H (2.15581, -1.98289, -3.56164)  -0.001
H (0.02010, -1.18895, -2.25056)  0.000
H (0.95672, -2.40974, -1.49584)  -0.001
C (7.13764, 1.95618, -8.08279)  0.000
C (6.04603, 1.65118, -7.04110)  0.006
C (4.75207, 2.21802, -7.61133)  0.000
N (3.45102, 1.88465, -6.88563)  0.001
C (3.68235, 2.38603, -5.44301)  0.000
C (3.08151, 0.42082, -6.95149)  0.006
C (1.52617, 0.46967, -6.68288)  -0.001
C (0.95613, 1.79781, -7.22567)  0.000
C (2.24870, 2.56845, -7.60365)  0.000
H (7.24184, 3.01328, -8.32731)  0.000
H (6.96369, 1.33803, -8.96355)  0.000
H (8.02258, 1.59202, -7.56090)  0.000
H (6.29259, 2.22808, -6.14976)  0.000
H (5.86594, 0.65510, -6.63675)  -0.006
H (4.68063, 1.79029, -8.61136)  0.000
H (4.74475, 3.30716, -7.56879)  0.000
H (2.75205, 2.37820, -4.87504)  0.000
H (3.91866, 3.44793, -5.37497)  0.000
H (4.42466, 1.83878, -4.86198)  0.000
H (3.68409, -0.06969, -6.18703)  -0.004
H (3.43683, -0.00279, -7.89085)  0.000
H (1.26898, 0.25222, -5.64622)  0.000
H (1.05837, -0.39146, -7.16010)  0.000
H (0.40036, 2.34111, -6.46145)  0.000
H (0.33676, 1.65346, -8.11091)  0.000
H (2.16215, 3.54347, -7.12413)  0.000
H (2.21892, 2.79492, -8.66945)  0.000
C (-3.68663, 0.03874, -1.98816)  0.000
C (-4.40617, -0.84211, -0.85592)  0.000
C (-4.63580, -2.26187, -1.48847)  0.000
N (-5.35380, -3.33855, -0.54267)  0.000
C (-4.55885, -3.49553, 0.77290)  0.000
C (-5.37082, -4.69090, -1.28135)  0.000
C (-6.62624, -4.71796, -2.13862)  0.000
C (-7.48661, -3.46902, -1.70876)  0.000
C (-6.80027, -3.00911, -0.30826)  0.000
H (-2.81490, -0.44010, -2.43415)  0.000
H (-3.46912, 1.00129, -1.52526)  0.000
H (-4.33468, 0.39694, -2.78805)  0.000
H (-5.39450, -0.43460, -0.64323)  0.000
H (-3.80201, -0.96388, 0.04311)  0.000
H (-3.65780, -2.63029, -1.79810)  0.000
H (-5.27629, -2.18251, -2.36686)  0.000
H (-4.40759, -2.46733, 1.10157)  0.000
H (-3.59609, -3.93704, 0.51552)  0.000
H (-5.12062, -4.10640, 1.47955)  0.000
H (-5.36789, -5.45767, -0.50666)  0.000
H (-4.42385, -4.69756, -1.82108)  0.000
H (-7.15320, -5.64396, -1.90856)  0.000
H (-6.46242, -4.70643, -3.21618)  0.000
H (-8.52942, -3.70944, -1.50180)  0.000
H (-7.51674, -2.57917, -2.33754)  0.000
H (-7.17716, -3.75184, 0.39489)  0.000
H (-7.07931, -2.01383, 0.03765)  0.000
C (0.64333, -4.73109, 2.26711)  0.000
N (1.87013, -5.73271, 2.24607)  0.000
C (2.59564, -5.60935, 3.66143)  0.000
C (1.30766, -7.12576, 2.07681)  0.000
C (2.82341, -5.24916, 1.10035)  0.000
C (4.19562, -6.03677, 0.93366)  0.000
O (5.00408, -5.97246, 2.08881)  0.000
H (-0.04291, -5.06335, 3.04606)  0.000
H (0.28460, -4.78413, 1.23919)  0.000
H (0.99064, -3.71388, 2.44805)  0.000
H (3.30560, -6.43344, 3.73161)  0.000
H (1.73186, -5.72006, 4.31697)  0.000
H (3.13442, -4.67509, 3.81941)  0.000
H (1.12451, -7.15310, 1.00265)  0.000
H (0.48113, -7.34033, 2.75424)  0.000
H (2.22527, -7.68980, 2.24401)  0.000
H (3.04482, -4.19526, 1.26877)  0.000
H (2.21340, -5.32959, 0.20061)  0.000
H (4.69153, -5.54108, 0.09912)  0.000
H (3.90440, -7.03338, 0.60189)  0.000
H (5.93609, -5.87482, 1.88047)  0.000
C (-3.01017, 3.91071, 3.81000)  0.000
N (-4.10949, 3.28079, 2.92612)  0.000
C (-3.64093, 3.35290, 1.46000)  0.000
C (-4.33101, 1.81584, 3.40945)  0.000
C (-5.33629, 4.11587, 3.26398)  0.000
C (-6.70573, 3.42293, 3.12729)  0.000
O (-6.86059, 3.06624, 1.67884)  0.000
H (-2.04317, 3.46575, 3.57545)  0.000
H (-3.36241, 3.64109, 4.80565)  0.000
H (-2.93226, 4.98996, 3.67859)  0.000
H (-3.49539, 4.35702, 1.06168)  0.000
H (-4.31091, 2.70410, 0.89583)  0.000
H (-2.67471, 2.85634, 1.37080)  0.000
H (-3.36734, 1.32250, 3.28273)  0.000
H (-4.98177, 1.38427, 2.64895)  0.000
H (-4.66584, 1.67900, 4.43769)  0.000
H (-5.24113, 5.14078, 2.90537)  0.000
H (-5.18197, 4.31616, 4.32425)  0.000
H (-7.60576, 3.97644, 3.39500)  0.000
H (-6.85246, 2.58570, 3.80964)  0.000
H (-7.74915, 2.70640, 1.62817)  0.000
C (0.79105, 0.79089, 7.59559)  0.000
N (-0.33267, 1.56352, 6.93155)  0.000
C (-0.30085, 2.99989, 7.45170)  0.000
C (-0.17659, 1.54749, 5.43205)  0.000
C (-1.79226, 1.10097, 7.24778)  0.000
C (-2.31007, -0.31682, 6.79081)  0.000
O (-2.99623, -0.21943, 5.54713)  0.000
H (0.66906, 0.81930, 8.67837)  0.000
H (1.66636, 1.29557, 7.18666)  0.000
H (0.82270, -0.20984, 7.16473)  0.000
H (0.71627, 3.33737, 7.25254)  0.000
H (-0.50720, 2.89306, 8.51664)  0.000
H (-0.94785, 3.57857, 6.79243)  0.000
H (-0.94409, 2.21582, 5.04169)  0.000
H (-0.36929, 0.55269, 5.03038)  0.000
H (0.76520, 1.95298, 5.06231)  0.000
H (-2.40483, 1.83839, 6.72904)  0.000
H (-2.03397, 1.09763, 8.31063)  0.000
H (-3.01158, -0.86832, 7.41678)  0.000
H (-1.48370, -1.01301, 6.64752)  0.000
H (-3.27249, -1.11643, 5.34549)  0.000
C (2.86845, 5.21841, -2.74394)  0.000
N (1.89934, 5.87058, -1.70270)  0.000
C (2.54947, 5.61870, -0.35422)  0.000
C (1.86235, 7.45146, -1.91736)  0.000
C (0.58775, 5.00988, -1.88987)  0.000
C (-0.51970, 5.53172, -1.02111)  0.000
O (-1.03697, 6.75561, -1.56071)  0.000
H (3.87105, 5.39133, -2.35279)  0.000
H (2.81191, 5.77664, -3.67843)  0.000
H (2.54646, 4.20378, -2.97835)  0.000
H (2.81027, 4.56191, -0.41163)  0.000
H (1.93771, 5.85398, 0.51669)  0.000
H (3.52870, 6.04903, -0.14442)  0.000
H (2.83753, 7.81335, -2.24318)  0.000
H (1.57348, 7.93196, -0.98260)  0.000
H (1.23619, 7.78546, -2.74469)  0.000
H (0.81219, 3.95595, -1.72565)  0.000
H (0.28870, 5.09891, -2.93425)  0.000
H (-0.29937, 5.67348, 0.03694)  0.000
H (-1.42894, 4.94606, -1.15664)  0.000
H (-1.84296, 7.05957, -1.13694)  0.000
B (1.01469, 3.67422, 2.84247)  0.000
F (1.62089, 3.87339, 1.55999)  0.000
F (1.96477, 3.63167, 3.85020)  0.000
F (0.05488, 4.63418, 3.19682)  0.000
F (0.39033, 2.41799, 2.72251)  0.000
B (5.12759, 2.61850, -1.47999)  0.000
F (3.85774, 2.29818, -1.83446)  0.000
F (6.00704, 2.26981, -2.45344)  0.000
F (5.19336, 3.91536, -1.26556)  0.000
F (5.44534, 1.98588, -0.41483)  0.000
B (-0.77725, 1.99210, -3.71756)  0.000
F (0.53982, 2.45476, -3.57754)  0.000
F (-0.92228, 0.64249, -3.67305)  0.000
F (-1.34053, 2.49004, -2.55367)  0.000
F (-1.30296, 2.49989, -4.85891)  0.000
B (-1.10564, -5.12838, -0.86581)  0.000
F (-1.63709, -5.58040, -2.03614)  0.000
F (-1.51296, -5.83610, 0.22292)  0.000
F (0.24829, -5.22999, -1.00958)  0.000
F (-1.46611, -3.86360, -0.50287)  0.000
C (-2.75174, -4.29126, 4.05731)  0.000
C (-4.03033, -3.68854, 4.66670)  0.000
O (-3.95180, -3.20766, 5.79406)  0.000
O (-4.90227, -3.36718, 3.88767)  0.000
H (-1.97095, -4.67676, 4.71295)  0.000
H (-2.27991, -3.48126, 3.50109)  0.000
H (-3.13489, -5.10591, 3.44279)  0.000
C (1.11330, -2.27116, 5.29073)  0.000
C (2.22840, -1.51310, 4.61557)  0.000
O (2.92452, -0.78161, 5.35247)  0.000
O (2.45989, -1.63360, 3.41638)  0.000
H (0.21980, -1.70063, 5.54422)  0.000
H (1.56132, -2.53892, 6.24764)  0.000
H (0.91038, -3.26411, 4.88952)  0.000
C (5.84365, -3.62366, -3.87193)  0.063
C (5.56825, -2.45035, -4.78352)  -0.033
O (4.44399, -2.02227, -4.94371)  0.145
O (6.47765, -2.16515, -5.49467)  0.803
H (4.96867, -3.54897, -3.22623)  0.023
H (6.75013, -3.64938, -3.26717)  0.003
H (5.75053, -4.58508, -4.37701)  -0.006

2S+1: 2
HOMO-LUMO gap (spin up / spin down): 0.236 / 0.113 hartree
E_LUMO (spin up / spin down): -1.875 / -5.242 eV
net charge: +1
E_tot: -4809.72944 Eh
⟨S²⟩: 0.755
maximum force: 6.556 eV/A

=====

The following is a quantum chemistry calculation of a structure of composition C26H30BrN2O6SV, from OMol25.

Last column: Löwdin charge in e.
CARTESIAN COORDINATES (ANGSTROEM)
V (-0.26871, 0.20618, 0.52983)  0.977
N (0.46434, -0.11086, 4.44397)  0.274
C (0.39021, -0.37851, 3.16378)  -0.428
O (-0.56377, 0.08480, 2.46734)  -0.127
C (1.39129, -1.19543, 2.41596)  -0.103
C (0.70214, -1.52878, 1.11303)  -0.093
H (-0.24383, 0.45862, 4.88375)  0.155
H (1.19639, -0.50311, 5.01448)  0.151
H (1.69722, -2.06743, 2.99944)  0.148
H (2.28437, -0.58612, 2.24386)  0.138
H (-0.13126, -2.21827, 1.24935)  0.105
H (1.37488, -1.86790, 0.33439)  0.095
Br (-2.76131, 1.73752, 1.20782)  1.006
C (-3.71634, 0.14744, 0.84752)  -0.555
C (-4.99519, -0.01993, 1.29371)  -0.071
C (-5.69612, -1.18725, 0.93850)  -0.028
C (-5.12003, -2.11113, 0.11194)  0.009
C (-3.80531, -1.92273, -0.37563)  -0.140
C (-3.24142, -2.81169, -1.32285)  0.036
C (-2.01538, -2.57169, -1.87981)  -0.021
C (-1.25167, -1.47464, -1.44975)  -0.054
C (-1.71874, -0.62807, -0.45096)  -0.177
C (-3.05813, -0.78942, 0.03282)  -0.201
H (-5.47344, 0.73700, 1.89993)  0.120
H (-6.70463, -1.32788, 1.30119)  0.125
H (-5.67009, -2.98898, -0.20076)  0.131
H (-3.82334, -3.67055, -1.63382)  0.136
H (-1.62311, -3.22378, -2.64773)  0.126
H (-0.27848, -1.32448, -1.89281)  0.113
O (2.99724, 0.11622, -0.23278)  0.170
C (2.21799, 0.50450, -1.04615)  -0.427
O (0.83654, 0.32246, -0.79719)  -0.232
C (2.45966, 1.23050, -2.30231)  -0.138
C (3.78380, 1.44206, -2.69700)  0.023
C (4.05326, 2.12214, -3.87192)  -0.013
C (3.01163, 2.61126, -4.65007)  0.048
C (1.71077, 2.39994, -4.22570)  -0.108
C (1.40423, 1.70857, -3.07313)  0.052
N (0.58863, 2.95399, -5.01874)  -0.342
O (-0.53176, 2.78138, -4.57626)  0.078
O (0.87045, 3.56839, -6.01865)  0.125
H (4.58907, 1.05636, -2.08538)  0.135
H (5.07605, 2.27542, -4.18624)  0.126
H (3.19228, 3.15404, -5.56691)  0.136
H (0.37141, 1.56935, -2.79683)  0.120
C (3.33112, 5.17425, 2.38445)  -0.084
C (2.39620, 4.01147, 2.07568)  -0.278
C (2.18548, 3.86158, 0.56765)  -0.314
S (0.60158, 3.18930, 0.06666)  1.066
O (0.36263, 2.02410, 1.09283)  -0.599
C (-0.51827, 4.53111, 0.53255)  -0.313
C (-0.91434, 5.30384, -0.72796)  -0.273
C (-1.84311, 4.52035, -1.64656)  -0.095
H (3.54911, 5.22268, 3.44984)  0.085
H (2.88755, 6.12673, 2.09029)  0.084
H (4.28041, 5.07116, 1.85722)  0.087
H (1.44039, 4.14552, 2.58681)  0.103
H (2.81287, 3.07898, 2.45756)  0.112
H (2.93451, 3.21347, 0.10936)  0.097
H (2.22964, 4.82031, 0.03781)  0.114
H (-0.01530, 5.15247, 1.27286)  0.100
H (-1.37916, 4.06681, 1.00949)  0.048
H (-0.01637, 5.63209, -1.26118)  0.113
H (-1.39990, 6.22076, -0.38989)  0.126
H (-1.42244, 3.55294, -1.93318)  0.051
H (-2.02775, 5.06691, -2.56955)  0.090
H (-2.80536, 4.33899, -1.16677)  0.078

2S+1: 1
HOMO-LUMO gap: 0.240 hartree
energy relative to the best compared isomer or geometry (same formula, charge and spin): 0.00 kJ/mol
E_LUMO: -7.517 eV
net charge: +2
E_tot: -5485.29535 Eh
maximum force: 0.768 eV/A